# 1
Entry from the OMol25 dataset: a molecular structure, C42H68B2N12Pd (ωB97M-V/def2-TZVPD).

Structure (XYZ):
```
125
Properties=species:S:1:pos:R:3:forces:R:3
Pd 0.1857 0.1518 0.2776 1.81 1.82 0.98
C -1.9164 -1.1887 5.2261 0.00 -0.04 -0.04
C -1.0352 -1.2335 3.9596 0.07 -0.19 -0.07
C -1.8592 -1.7246 2.7694 0.15 -0.03 0.06
C -0.2059 0.0075 3.7394 0.26 0.27 0.17
C 0.3560 0.7753 4.7741 -0.21 -0.05 -0.09
C 1.2121 1.6537 4.1529 -0.03 -0.06 -0.02
N 1.1704 1.4268 2.8328 0.07 0.24 0.31
N 0.3102 0.4199 2.5674 -0.32 -0.39 -0.35
B 2.0059 2.1925 1.7771 -0.29 -0.32 -0.15
N 2.8841 1.1704 1.0203 0.41 0.19 -0.06
C 4.2247 1.1720 0.9379 -0.01 -0.15 -0.01
C 4.6156 0.1024 0.1595 -0.03 -0.15 0.02
C 3.4235 -0.5399 -0.2133 0.00 0.24 0.12
N 2.3976 0.1330 0.3152 -0.45 -0.12 0.16
C 3.2573 -1.7972 -1.0184 0.35 -0.09 -0.11
C 3.5854 -1.6112 -2.4999 -0.20 -0.05 0.10
C 4.1592 -2.9056 -0.4654 -0.08 0.19 0.02
N 1.0580 2.9586 0.8239 0.06 0.48 0.17
C 1.0083 4.2871 0.6231 -0.09 0.05 -0.10
C 0.0286 4.5517 -0.3123 -0.05 -0.10 -0.03
C -0.5096 3.2978 -0.6515 0.15 -0.02 0.04
N 0.1350 2.3641 0.0540 -0.10 -0.56 0.25
C -1.6607 2.9896 -1.5761 -0.14 0.23 -0.08
C -1.4030 3.3780 -3.0336 -0.02 -0.18 0.10
C -2.9244 3.7235 -1.1116 0.08 -0.22 -0.01
H -1.7725 -2.0883 5.8228 0.01 0.01 0.01
H -2.9730 -1.1547 4.9605 0.00 0.05 0.05
H -1.7035 -0.3314 5.8593 -0.02 -0.01 0.02
H -0.2693 -1.9920 4.1520 -0.04 -0.10 -0.05
H -2.6971 -1.0637 2.5610 -0.02 0.00 0.00
H -2.2791 -2.7035 3.0053 0.00 -0.04 -0.03
H -1.2612 -1.8089 1.8642 0.02 -0.06 0.01
H 0.1666 0.6958 5.8297 0.05 -0.01 0.00
H 1.8591 2.4101 4.5646 -0.02 0.03 -0.04
H 2.7087 2.9798 2.3245 0.07 0.06 0.08
H 4.8140 1.9176 1.4448 -0.05 0.05 -0.02
H 5.6230 -0.1783 -0.0972 -0.01 -0.01 0.01
H 2.2089 -2.1029 -0.9413 0.06 0.03 -0.02
H 4.5891 -1.2018 -2.6143 0.00 0.04 -0.05
H 2.8672 -0.9553 -2.9805 0.00 0.15 -0.12
H 3.5574 -2.5773 -3.0067 0.02 0.00 -0.01
H 5.2073 -2.6417 -0.6065 0.03 0.00 -0.05
H 3.9705 -3.8422 -0.9923 0.06 0.00 -0.01
H 3.9930 -3.0705 0.5953 0.28 0.31 -0.49
H 1.6671 4.9602 1.1458 0.04 -0.06 0.02
H -0.2617 5.5170 -0.6916 0.00 -0.01 0.00
H -1.8353 1.9101 -1.5355 0.00 0.05 -0.04
H -1.0645 4.4122 -3.1011 0.01 0.00 -0.05
H -2.3288 3.2920 -3.6038 -0.02 0.00 0.01
H -0.6703 2.7222 -3.4898 0.00 0.14 -0.04
H -2.7262 4.7881 -0.9885 -0.05 0.03 0.00
H -3.2787 3.3245 -0.1706 -0.05 0.11 0.11
H -3.7232 3.6065 -1.8449 0.00 0.02 -0.01
C -1.2759 -4.3052 -2.2265 0.03 -0.04 -0.01
C -0.5207 -3.6856 -1.1242 0.15 -0.80 -0.01
C 0.2958 -4.3597 -0.2103 -0.06 0.45 -0.05
C 0.7927 -3.4053 0.6451 0.30 -1.49 0.03
N 0.2951 -2.1567 0.2460 -1.19 0.81 -1.20
N -0.4950 -2.3457 -0.8204 0.53 -0.11 1.21
B -1.3160 -1.2424 -1.5746 0.53 0.57 -0.92
N -2.3430 -0.4995 -0.6323 -0.37 0.45 0.77
N -2.0709 0.3681 0.3637 0.84 -1.16 -1.27
C -3.2715 0.8311 0.9004 -1.55 0.24 0.22
C -4.2995 0.1900 0.2430 0.56 0.23 0.18
C -3.7061 -0.6324 -0.7261 -0.49 -0.07 0.00
C -4.4286 -1.4950 -1.6791 -0.01 0.10 0.01
C -3.4798 1.8292 2.0292 0.23 0.26 0.17
C -3.8114 1.0486 3.3240 0.13 -0.17 -0.10
C -2.2382 2.6822 2.3140 0.00 -0.08 -0.14
C -4.7068 2.7432 1.7346 -0.01 -0.09 -0.08
N -0.4288 -0.3354 -2.4543 -0.72 -0.52 -0.16
N 0.5684 0.4988 -2.0241 -0.19 -0.44 0.20
C 1.1184 1.0614 -3.1063 -0.16 -0.21 -0.12
C 0.4482 0.5699 -4.2518 -0.04 -0.17 0.13
C -0.5147 -0.3004 -3.8166 0.34 0.30 -0.30
C -1.4641 -1.0680 -4.6762 -0.05 -0.03 0.19
C 2.2532 2.0722 -3.2225 0.27 0.32 -0.04
C 1.7471 3.3664 -3.8973 -0.04 -0.11 0.10
C 3.3750 1.5195 -4.1378 -0.16 -0.11 0.13
C 2.8647 2.4645 -1.8858 -0.06 -0.07 -0.02
C 1.6251 -3.7291 1.8605 0.18 0.37 0.14
C 2.2468 -2.4735 2.4773 -0.10 -0.03 -0.04
C 0.6551 -4.4239 2.8511 -0.16 -0.01 -0.13
C 2.7342 -4.7658 1.5350 -0.04 -0.22 0.14
H -1.0955 -5.3772 -2.2238 0.00 0.01 -0.03
H -2.3488 -4.1335 -2.1228 0.00 0.07 -0.02
H -0.9672 -3.8957 -3.1909 -0.02 0.05 0.01
H 0.4835 -5.4199 -0.1866 -0.03 0.03 -0.02
H -1.9891 -1.8431 -2.3378 -0.16 -0.11 0.08
H -5.3558 0.3035 0.4178 0.01 -0.04 -0.05
H -5.4992 -1.3527 -1.5555 0.01 -0.03 0.01
H -4.1579 -1.2584 -2.7097 0.07 -0.04 0.00
H -4.1947 -2.5474 -1.5040 0.05 -0.01 -0.03
H -2.9216 0.5709 3.7207 -0.03 -0.01 0.00
H -4.1615 1.7509 4.0776 0.00 0.07 -0.04
H -4.5955 0.3059 3.1601 0.02 -0.01 0.05
H -1.3714 2.0498 2.4817 0.08 0.02 0.08
H -2.0113 3.3620 1.4957 0.00 0.03 0.02
H -2.4111 3.2771 3.2104 -0.05 -0.01 0.01
H -5.3099 2.3991 0.8961 0.00 0.11 -0.01
H -5.3591 2.7930 2.6036 0.01 -0.05 0.02
H -4.3863 3.7614 1.5281 0.02 0.00 -0.09
H 0.6512 0.8286 -5.2771 0.01 0.01 -0.01
H -1.2776 -0.8059 -5.7143 -0.02 -0.02 -0.02
H -1.3305 -2.1457 -4.5736 -0.02 0.00 -0.04
H -2.5061 -0.8337 -4.4524 0.00 0.00 -0.02
H 1.2217 3.1669 -4.8320 -0.03 0.04 -0.01
H 1.1006 3.9321 -3.2321 -0.03 0.00 -0.01
H 2.6064 3.9951 -4.1265 0.03 -0.01 0.01
H 2.9884 0.9184 -4.9603 0.01 0.00 -0.02
H 3.9283 2.3519 -4.5693 0.02 0.01 0.03
H 4.0838 0.9207 -3.5720 0.00 -0.13 0.01
H 2.1254 2.9321 -1.2393 0.09 -0.03 -0.07
H 3.2952 1.6002 -1.3866 -0.02 0.08 -0.06
H 3.6649 3.1867 -2.0556 0.01 0.00 -0.03
H 1.5040 -1.6971 2.6334 -0.06 0.13 0.10
H 2.7072 -2.7168 3.4346 -0.02 -0.06 0.00
H 3.0180 -2.0653 1.8245 -0.11 0.08 0.17
H -0.2838 -3.8924 2.9551 -0.13 0.17 0.12
H 0.4217 -5.4314 2.5034 0.01 0.02 0.01
H 1.1325 -4.4992 3.8274 0.04 0.01 -0.03
H 3.7202 -4.3148 1.6149 -0.19 -0.30 0.13
H 2.7062 -5.5865 2.2492 -0.10 -0.01 0.02
H 2.6344 -5.1897 0.5363 0.11 -0.01 0.06
```
Positions in Å, forces in eV/Å.

Computed properties:
HOMO level (spin up / spin down)	-13.42 / -13.42	eV
spin multiplicity	5
gap between HOMO and LUMO (spin up / spin down)	8.02 / 4.09	eV
expectation value of S²	6.03
charge	+2

Atomic partial charges in e from the Mulliken method, atoms 1 to 6: number 1, Pd, carries 2.5592; number 2, C, carries -1.7187; number 3, C, carries 1.3736; number 4, C, carries -0.7029; number 5, C, carries -0.4242; number 6, C, carries -1.9363

# 2
Entry from the OMol25 dataset: 2 unconnected molecules or ions with the total composition C5H14 (ωB97M-V/def2-TZVPD).

Structure (XYZ):
```
19
Properties=species:S:1:pos:R:3:forces:R:3
C -0.0097 -1.5458 -0.3557 -0.40 -1.44 -0.46
C -1.4883 -1.4063 0.2624 2.04 -1.07 1.34
C -2.2613 -2.4639 -0.4473 -3.56 -2.18 -0.84
H 0.2075 -2.5049 -0.9521 -1.14 1.36 0.45
H 0.8678 -1.5943 0.2100 0.81 -0.32 2.70
H 0.4052 -0.7364 -0.8989 -0.81 1.21 -1.48
H -1.5204 -1.7272 1.4364 0.21 1.45 -2.75
H -1.9577 -0.4184 0.0390 0.73 -0.65 0.60
H -3.4479 -2.1826 -0.4887 2.80 -1.02 0.16
H -1.9349 -2.6972 -1.4769 -0.26 0.96 0.12
H -2.1311 -3.5369 -0.0466 -0.41 1.73 0.16
C 1.1306 2.7481 0.6824 3.80 -1.83 4.75
C 2.4666 2.5700 -0.0737 -1.83 2.03 -3.14
H 0.8287 3.6687 1.1492 0.96 1.00 -0.08
H 0.3388 2.5144 0.1762 -4.41 -1.51 -3.73
H 1.0261 2.0169 1.5704 0.49 0.84 -1.09
H 3.3368 2.7532 0.5171 0.49 0.41 0.27
H 2.6537 1.6490 -0.6970 -0.75 0.51 1.16
H 2.3001 3.3838 -0.9476 1.24 -1.47 1.86
```
Positions in Å, forces in eV/Å.

Computed properties:
HOMO level	-11.06	eV
energy relative to the best compared isomer or geometry (same formula, charge and spin)	246.3	kJ/mol
structure (SMILES)	CCC.CC
gap between HOMO and LUMO	12.11	eV

Atomic partial charges in e from the Mulliken method, atoms 1 to 6: number 1, C, carries -1.2423; number 2, C, carries 0.0034; number 3, C, carries -1.1564; number 4, H, carries 0.2912; number 5, H, carries 0.4171; number 6, H, carries 0.3235

# 3
Entry from the OMol25 dataset: 4 unconnected molecules or ions with the total composition C24H50FI2NO13S (ωB97M-V/def2-TZVPD).

Structure (XYZ):
```
92
Properties=species:S:1:pos:R:3:forces:R:3
C -3.0234 -6.7230 5.9640 0.01 0.24 0.21
C -3.0144 -6.2705 4.5379 0.00 -0.22 -0.17
I -3.2474 -4.2143 4.2351 -0.05 0.05 0.04
C -2.8854 -7.0709 3.4825 -0.23 0.64 0.20
I -2.6490 -9.1429 3.8070 0.07 0.14 -0.09
N -2.8579 -6.5296 2.1452 0.50 -2.01 -0.06
C -1.4872 -6.6630 1.5488 -0.07 0.59 -0.12
C -0.8966 -5.2750 1.3890 0.27 0.74 0.52
O 0.2683 -5.2684 0.5414 -0.63 -0.52 -0.76
C 1.1725 -6.2337 0.7623 0.22 -0.01 0.02
O 1.6055 -6.5143 1.8345 -0.12 -0.37 0.71
S -4.0410 -7.1774 1.1663 -0.61 1.24 0.20
O -4.1931 -6.3295 0.0430 0.28 -0.14 -0.13
O -5.1410 -7.5590 1.9699 0.15 -0.16 -0.01
F -3.3713 -8.4797 0.6247 0.01 -0.28 -0.01
H -2.1484 -7.3275 6.2013 0.03 -0.05 -0.10
H -3.9128 -7.3201 6.1722 -0.01 -0.02 -0.05
H -3.0258 -5.8623 6.6272 -0.03 -0.05 0.06
H -1.5159 -7.1481 0.5744 -0.12 -0.01 -0.01
H -0.8920 -7.2734 2.2243 0.04 -0.06 -0.09
H -0.6488 -4.8378 2.3575 0.04 -0.10 0.05
H -1.6085 -4.6043 0.9133 0.01 -0.11 -0.14
H 1.4892 -6.7745 -0.1346 0.05 0.39 -0.37
C 4.1148 -4.8379 2.7636 0.16 -0.04 -0.13
O 4.2556 -3.9031 1.7101 0.04 0.22 0.23
C 3.0729 -3.1713 1.4457 0.08 -0.19 -0.14
C 3.3615 -1.7333 1.0841 -0.04 0.11 -0.11
O 3.7833 -0.9170 2.1649 -0.06 0.08 0.02
C 5.0845 -1.1078 2.6964 -0.03 0.01 0.13
C 6.2146 -0.6937 1.7816 0.19 -0.17 -0.01
O 6.4162 -1.6321 0.7406 -0.29 0.05 -0.10
C 6.8403 -1.0534 -0.4714 0.08 -0.06 0.07
H 3.5235 -5.6980 2.4476 0.03 0.03 0.17
H 5.1141 -5.1736 3.0390 0.02 0.02 -0.05
H 3.6504 -4.3737 3.6411 -0.03 -0.03 0.00
H 2.4026 -3.1946 2.3126 -0.01 0.00 0.01
H 2.5542 -3.6344 0.5960 -0.15 0.07 0.04
H 2.4133 -1.2949 0.7602 -0.01 0.00 0.01
H 4.0524 -1.6666 0.2408 0.10 -0.14 0.07
H 5.2232 -2.1290 3.0567 0.06 -0.06 -0.16
H 5.1225 -0.4468 3.5656 -0.01 0.00 0.00
H 7.1349 -0.6335 2.3785 -0.03 0.16 0.04
H 5.9974 0.2993 1.3708 -0.01 0.00 -0.01
H 6.2162 -0.1941 -0.7423 0.02 0.02 0.00
H 6.7425 -1.8103 -1.2479 0.05 -0.03 0.02
H 7.8870 -0.7319 -0.4173 -0.02 0.06 -0.04
C 1.4316 2.0229 1.8681 -0.08 -0.10 0.09
O 0.0577 1.9425 1.5547 0.10 -0.02 -0.27
C -0.5627 3.1952 1.3452 -0.07 -0.13 0.22
C -1.5997 3.1325 0.2458 -0.06 0.02 -0.10
O -1.0657 3.0115 -1.0679 -0.05 -0.05 0.19
C -0.4570 1.7758 -1.4177 0.12 0.09 -0.19
C -1.4028 0.6019 -1.5409 0.07 -0.19 0.10
O -1.8137 0.1186 -0.2746 -0.12 0.27 0.06
C -3.1307 -0.3826 -0.2593 0.10 -0.08 -0.01
H 1.5840 2.3794 2.8930 0.07 0.06 -0.03
H 1.8492 1.0209 1.7831 0.00 -0.01 0.07
H 1.9626 2.6809 1.1706 -0.01 0.04 0.03
H 0.1811 3.9601 1.0939 0.01 0.00 -0.03
H -1.0674 3.4925 2.2751 0.02 0.17 -0.04
H -2.1266 4.0892 0.2532 0.01 0.01 -0.04
H -2.3428 2.3568 0.4380 0.13 -0.12 0.09
H 0.3787 1.5419 -0.7568 -0.10 -0.08 0.11
H -0.0436 1.9527 -2.4143 -0.01 0.00 -0.01
H -0.8760 -0.2068 -2.0657 -0.05 0.06 -0.16
H -2.2699 0.9024 -2.1405 -0.01 0.01 0.00
H -3.8286 0.3169 -0.7330 -0.01 -0.02 -0.02
H -3.4212 -0.5084 0.7826 0.03 -0.05 0.00
H -3.1968 -1.3518 -0.7675 -0.06 0.02 -0.03
C -1.0167 6.4516 -1.3331 0.16 0.08 -0.08
O -0.8255 6.6459 -2.7154 -0.31 0.02 -0.02
C -0.8461 5.4414 -3.4659 0.15 0.13 0.04
C -1.5247 5.6372 -4.8022 0.11 -0.01 -0.13
O -2.9333 5.7860 -4.7386 -0.06 -0.08 -0.04
C -3.4697 6.9957 -4.2326 -0.09 -0.04 0.08
C -3.2799 8.2006 -5.1259 0.07 0.20 0.13
O -1.9478 8.6797 -5.0808 0.10 -0.27 -0.11
C -1.4968 9.2205 -6.3002 -0.03 0.07 0.09
H -0.1195 6.0216 -0.8725 -0.09 -0.08 0.09
H -1.2136 7.4259 -0.8870 0.06 0.02 -0.02
H -1.8734 5.7986 -1.1393 0.03 -0.04 0.01
H -1.3531 4.6466 -2.9112 0.00 0.01 0.03
H 0.1930 5.1305 -3.6432 -0.05 -0.15 -0.04
H -1.3687 4.7193 -5.3747 -0.02 -0.01 0.00
H -1.0631 6.4516 -5.3653 0.00 0.09 0.14
H -3.1156 7.1992 -3.2199 0.13 0.09 -0.06
H -4.5454 6.8130 -4.1740 0.00 -0.01 0.01
H -3.9482 8.9985 -4.7741 -0.12 -0.05 -0.10
H -3.5610 7.9339 -6.1513 0.01 -0.01 -0.01
H -1.7148 8.5490 -7.1384 -0.01 0.02 -0.02
H -0.4173 9.3415 -6.2259 -0.01 0.05 0.03
H -1.9521 10.1983 -6.4978 -0.01 -0.02 -0.07
```
Positions in Å, forces in eV/Å.

Computed properties:
HOMO level	-8.96	eV
structure (SMILES)	C/C(I)=C(\I)N(CCOC=O)S(=O)(=O)F.COCCOCCOC.COCCOCCOC.COCCOCCOC
gap between HOMO and LUMO	8.72	eV

Atomic partial charges in e from the Mulliken method, atoms 1 to 6: number 1, C, carries -1.4128; number 2, C, carries 0.3801; number 3, I, carries 0.0950; number 4, C, carries -0.6872; number 5, I, carries 0.1395; number 6, N, carries 0.4205

For reference, max |F| by record: 2.8, 6.3, 2.1 eV/A.
For reference, total energy by record: -67358.55473, -5409.49675, -83553.41937 eV.